# C2H3N2O2

A cluster of 2 separate species, C2H3N2O2 in total (ωB97M-V/def2-TZVPD, OMol25).

The orbital gap (spin up / spin down) comes out at 10.3749 / 8.8846 eV. Its expectation value of S² is 2.01. Its net charge is +1. The total energy comes out at -9181.589 eV. As for the spin multiplicity: 3.

Element x y z (Å)
O: -1.70746 2.21957 -0.75708
O: -1.13957 -0.37345 0.50144
N: -0.00657 -0.92476 0.90429
N: -0.89972 0.33439 -0.51001
C: 0.32760 0.32413 -0.80618
C: 0.93499 -0.49150 0.09257
H: 0.52564 1.24816 -1.44655
H: 1.97871 -0.90854 0.24900
H: -0.01361 -1.42800 1.77252

Atomic partial charges in e from the natural (NBO) method, atoms 1 to 6: -0.04 0.00 -0.13 0.09 -0.09 0.08